{"formula": "C36H32FeN2OP2S2", "method": "ωB97M-V/def2-TZVPD", "species": ["Fe", "S", "P", "C", "P", "S", "C", "C", "C", "C", "C", "C", "C", "C", "C", "C", "C", "C", "C", "C", "C", "C", "C", "C", "C", "C", "C", "C", "C", "C", "H", "H", "H", "H", "H", "H", "H", "H", "H", "H", "H", "H", "H", "H", "H", "H", "H", "H", "H", "H", "C", "N", "N", "C", "O", "C", "C", "C", "C", "C", "C", "C", "C", "C", "H", "H", "H", "H", "H", "H", "H", "H", "H", "H", "H", "H"], "coordinates": [[-0.0677, -0.3602, -0.3834], [0.8505, 1.0009, -2.0576], [2.5536, 0.3702, -1.1325], [1.7727, -0.4941, 0.1634], [2.0143, -1.4976, 1.5827], [-0.0972, -2.3666, 0.3384], [2.9503, -3.0343, 1.2717], [3.3506, -3.4629, 0.0141], [4.0841, -4.6346, -0.1109], [4.3943, -5.3878, 1.0111], [3.9690, -4.9744, 2.2669], [3.2498, -3.7985, 2.3985], [3.2765, -0.5512, 2.5374], [2.8902, 0.2048, 3.6390], [3.8374, 0.9436, 4.3357], [5.1644, 0.9256, 3.9324], [5.5498, 0.1705, 2.8313], [4.6106, -0.5716, 2.1349], [3.5946, 1.7940, -0.7561], [4.2285, 2.4230, -1.8264], [4.9684, 3.5693, -1.5963], [5.0759, 4.0805, -0.3084], [4.4331, 3.4574, 0.7505], [3.6790, 2.3151, 0.5298], [3.5195, -0.7148, -2.2091], [2.8382, -1.5617, -3.0812], [3.5426, -2.4970, -3.8200], [4.9214, -2.5949, -3.6805], [5.5975, -1.7581, -2.8035], [4.9009, -0.8159, -2.0636], [3.0814, -2.8962, -0.8662], [4.4106, -4.9571, -1.0915], [4.9579, -6.3058, 0.9070], [4.1971, -5.5700, 3.1411], [2.9183, -3.4627, 3.3754], [1.8498, 0.2170, 3.9410], [3.5422, 1.5223, 5.2016], [5.9055, 1.4899, 4.4832], [6.5877, 0.1511, 2.5238], [4.9069, -1.1719, 1.2810], [4.1395, 2.0203, -2.8287], [5.4633, 4.0685, -2.4185], [5.6585, 4.9754, -0.1331], [4.5172, 3.8602, 1.7512], [3.1562, 1.8339, 1.3460], [1.7619, -1.4834, -3.1697], [3.0187, -3.1556, -4.5000], [5.4694, -3.3285, -4.2571], [6.6706, -1.8461, -2.6954], [5.4265, -0.1636, -1.3763], [-6.4053, -1.3775, -0.7793], [-5.2034, -1.0646, -0.0268], [-4.1998, -0.2860, -0.5535], [-3.0424, -0.5358, 0.1447], [-1.9673, 0.0838, -0.1161], [-3.3548, -1.5085, 1.1177], [-4.6808, -1.8275, 0.9567], [-5.4975, -2.8590, 1.6442], [-4.4694, 0.8928, -1.3069], [-5.5676, 1.6822, -0.9793], [-5.8149, 2.8409, -1.6957], [-4.9597, 3.2241, -2.7183], [-3.8545, 2.4439, -3.0221], [-3.6065, 1.2713, -2.3257], [-6.5539, -0.6413, -1.5613], [-7.2680, -1.3655, -0.1160], [-6.3258, -2.3650, -1.2385], [-2.6744, -1.8928, 1.8540], [-4.9037, -3.3514, 2.4088], [-5.8400, -3.6156, 0.9355], [-6.3774, -2.4167, 2.1131], [-6.2107, 1.4080, -0.1530], [-6.6685, 3.4541, -1.4395], [-5.1531, 4.1326, -3.2725], [-3.1790, 2.7468, -3.8107], [-2.7481, 0.6615, -2.5652]], "forces_ev_per_angstrom": [[-0.112, 0.447, 0.274], [-0.173, -0.087, -0.182], [-0.201, -0.041, -0.411], [-0.309, -0.103, 0.352], [0.394, -0.182, -0.442], [0.436, -0.154, 0.120], [-0.127, 0.164, 0.103], [-0.047, -0.010, 0.014], [-0.002, -0.002, -0.052], [0.005, -0.038, -0.007], [-0.006, -0.016, 0.031], [0.027, 0.066, -0.049], [-0.322, -0.102, 0.084], [0.048, 0.027, -0.110], [-0.024, 0.046, 0.058], [0.006, -0.008, -0.001], [0.054, -0.011, -0.034], [-0.009, -0.017, 0.010], [-0.205, -0.292, 0.263], [0.030, -0.029, -0.012], [0.026, 0.031, -0.018], [-0.012, -0.004, 0.013], [0.015, 0.035, 0.048], [-0.026, -0.036, -0.044], [-0.106, 0.105, 0.146], [0.024, 0.060, -0.012], [0.011, -0.051, -0.003], [-0.031, 0.003, 0.021], [0.082, -0.066, -0.008], [-0.043, 0.023, 0.033], [0.026, 0.015, -0.008], [-0.014, -0.014, 0.008], [0.009, 0.012, 0.005], [0.001, 0.009, -0.001], [0.056, -0.050, 0.026], [0.012, 0.001, 0.057], [-0.004, 0.007, -0.016], [-0.011, 0.011, -0.001], [-0.011, 0.016, -0.005], [0.044, -0.013, 0.047], [0.023, 0.020, 0.002], [-0.009, -0.021, -0.013], [0.004, -0.007, -0.002], [-0.018, 0.001, -0.007], [0.034, 0.004, 0.039], [0.003, -0.002, -0.054], [-0.007, 0.018, -0.003], [0.009, 0.010, 0.000], [-0.004, 0.030, 0.006], [0.014, -0.007, -0.019], [-0.088, -0.208, -0.155], [-0.184, 0.126, 0.248], [0.369, -0.140, -0.095], [-0.069, -0.185, 0.029], [0.270, 0.334, -0.192], [0.053, 0.066, -0.025], [0.128, 0.139, -0.063], [-0.072, -0.031, -0.019], [-0.165, 0.245, -0.047], [0.073, -0.035, 0.083], [-0.002, 0.020, -0.018], [-0.012, 0.012, 0.001], [0.006, 0.020, -0.014], [-0.024, -0.110, -0.002], [0.031, 0.058, 0.026], [0.035, 0.056, 0.019], [0.032, 0.034, -0.015], [0.025, -0.084, -0.021], [0.005, 0.008, 0.007], [0.004, -0.008, 0.020], [0.007, -0.003, 0.001], [0.003, -0.039, -0.002], [-0.001, -0.009, -0.009], [0.014, -0.004, 0.002], [0.000, -0.019, -0.005], [0.000, -0.045, -0.005]], "de_lowest_ev": 2.812, "e_lumo_ev": [-3.567, -4.258], "orbital_gap_ev": [6.479, 6.443], "total_charge": 1, "multiplicity": 6, "fmax_ev_per_a": 0.6}